No. 1
{
  "formula": "C10H12O5",
  "method": "ωB97M-V with the def2-TZVPD basis set",
  "species": ["O", "C", "C", "C", "C", "O", "C", "C", "O", "C", "O", "C", "C", "O", "C", "H", "H", "H", "H", "H", "H", "H", "H", "H", "H", "H", "H"],
  "positions_angstrom": [[3.201, -2.060, 1.001], [2.764, -1.114, 0.387], [3.262, -0.782, -0.972], [2.872, 0.336, -1.571], [1.955, 1.305, -0.912], [1.804, 2.412, -1.370], [1.298, 0.878, 0.368], [0.257, 1.756, 1.032], [-0.627, 2.424, 0.172], [-1.435, 1.588, -0.608], [-2.170, 0.681, 0.165], [-1.814, -0.691, 0.094], [-3.076, -1.525, 0.252], [-2.713, -2.716, 0.940], [1.706, -0.245, 0.954], [3.961, -1.479, -1.419], [3.234, 0.632, -2.549], [0.762, 2.536, 1.607], [-0.304, 1.126, 1.734], [-0.823, 1.043, -1.344], [-2.123, 2.261, -1.117], [-1.123, -0.967, 0.900], [-1.321, -0.895, -0.862], [-3.803, -0.937, 0.821], [-3.509, -1.762, -0.726], [-3.507, -3.222, 1.133], [1.272, -0.584, 1.891]],
  "forces_ev_per_a": [[0.01, -0.16, 0.11], [0.02, 0.07, -0.14], [-0.02, -0.07, 0.10], [-0.05, 0.11, -0.21], [0.19, -0.08, 0.30], [-0.08, 0.15, -0.13], [-0.11, 0.15, -0.17], [0.11, -0.09, 0.08], [-0.13, 0.05, -0.03], [0.21, -0.06, 0.02], [-0.18, 0.00, -0.12], [0.04, -0.01, -0.04], [-0.01, -0.03, 0.02], [0.01, 0.01, -0.01], [-0.04, -0.20, 0.07], [-0.01, 0.02, 0.05], [-0.02, 0.01, 0.05], [-0.02, 0.00, -0.08], [0.08, 0.10, 0.04], [-0.08, 0.01, 0.03], [0.00, -0.03, 0.02], [-0.06, 0.06, -0.01], [0.01, -0.06, 0.08], [0.06, -0.02, 0.01], [-0.02, 0.06, 0.04], [0.01, 0.00, -0.05], [0.07, 0.00, -0.03]],
  "smiles": "O=C1C=CC(=O)C(COCOCCO)=C1",
  "gap_ev": 8.47
}


No. 2
{
  "formula": "CH6NS",
  "method": "ωB97M-V with the def2-TZVPD basis set",
  "species": ["S", "H", "C", "N", "H", "H", "H", "H", "H"],
  "positions_angstrom": [[2.086, -1.410, 1.166], [1.903, -2.160, 2.294], [-0.935, 0.038, -0.594], [-0.365, 1.433, -0.563], [-1.744, 0.052, 0.231], [-0.202, -0.644, -0.213], [-1.308, -0.299, -1.564], [0.008, 1.610, 0.390], [0.558, 1.379, -1.147]],
  "forces_ev_per_a": [[-0.06, -0.26, 0.46], [0.06, 0.32, -0.47], [-0.73, 1.16, 2.40], [2.15, -0.48, -1.47], [0.77, -0.24, -1.63], [0.44, -0.73, 0.01], [-0.09, 0.49, 0.10], [-0.40, -0.47, -0.75], [-2.14, 0.22, 1.36]],
  "gap_ev": 7.06,
  "charge": -1
}


No. 3
{
  "formula": "C3H8ClN2O",
  "method": "ωB97M-V with the def2-TZVPD basis set",
  "species": ["C", "C", "C", "N", "N", "O", "Cl", "H", "H", "H", "H", "H", "H", "H", "H"],
  "positions_angstrom": [[1.320, 1.345, 0.159], [-1.329, -1.561, -0.302], [-0.307, -1.203, 0.668], [1.822, 2.484, -0.266], [0.167, 0.776, -0.012], [-0.676, -0.976, 1.896], [2.399, 0.268, 1.150], [-1.687, -2.533, -0.113], [-2.247, -0.923, -0.151], [-1.101, -1.489, -1.356], [0.838, -1.380, 0.626], [1.197, 3.130, -0.673], [2.750, 2.925, 0.023], [-0.621, 1.247, -0.509], [0.071, -0.791, 2.581]],
  "forces_ev_per_a": [[-0.94, -2.56, 0.84], [-1.75, 1.79, -0.30], [3.50, 1.26, 1.28], [2.45, 1.07, 0.84], [-0.08, 0.50, -0.25], [0.54, 0.14, 1.10], [-0.02, 1.43, -0.70], [-0.23, -1.54, 0.40], [0.95, -0.46, 0.10], [0.72, 0.02, 0.01], [-2.33, -0.21, -0.78], [-0.76, 0.67, -0.64], [-1.83, -1.45, -0.32], [1.24, -0.11, 0.40], [-1.47, -0.55, -1.98]],
  "gap_ev": 10.84,
  "charge": 1
}


No. 4
{
  "formula": "C26H30FeN5O4S3",
  "method": "ωB97M-V with the def2-TZVPD basis set",
  "species": ["Fe", "C", "N", "C", "C", "N", "C", "C", "C", "C", "C", "C", "C", "S", "C", "C", "C", "C", "C", "C", "S", "H", "H", "H", "H", "H", "H", "H", "H", "H", "H", "H", "H", "H", "H", "H", "H", "H", "H", "O", "C", "C", "C", "C", "C", "C", "C", "O", "N", "O", "O", "H", "H", "H", "H", "C", "N", "C", "S", "N", "C", "H", "H", "H", "H", "H", "H", "H", "H"],
  "positions_angstrom": [[-1.395, 0.653, 0.640], [0.942, 1.171, 0.588], [0.136, 2.121, -0.170], [0.179, 1.970, -1.621], [-1.240, 1.812, -2.167], [-1.925, 0.670, -1.543], [-1.405, -0.598, -2.095], [-3.363, 0.694, -1.795], [-3.846, 1.029, -3.054], [-5.197, 0.974, -3.353], [-6.089, 0.552, -2.374], [-5.624, 0.212, -1.120], [-4.259, 0.283, -0.786], [-3.755, -0.122, 0.821], [0.128, 3.470, 0.312], [1.233, 4.298, 0.189], [1.185, 5.604, 0.656], [0.014, 6.067, 1.248], [-1.088, 5.241, 1.383], [-1.064, 3.917, 0.913], [-2.428, 2.853, 1.027], [1.912, 0.959, 0.127], [1.109, 1.550, 1.594], [0.359, 0.236, 0.637], [0.641, 2.845, -2.090], [0.778, 1.091, -1.877], [-1.812, 2.711, -1.932], [-1.182, 1.697, -3.258], [-1.459, -0.598, -3.193], [-0.378, -0.772, -1.783], [-2.004, -1.419, -1.709], [-3.159, 1.336, -3.834], [-5.541, 1.246, -4.344], [-7.148, 0.487, -2.598], [-6.307, -0.118, -0.348], [2.139, 3.916, -0.272], [2.046, 6.253, 0.556], [-0.036, 7.089, 1.609], [-1.996, 5.605, 1.845], [-1.127, 0.518, 2.651], [-0.616, -0.383, 3.312], [-0.544, -1.766, 2.952], [-0.182, -2.705, 3.913], [-0.168, -4.054, 3.617], [-0.544, -4.499, 2.328], [-0.875, -3.605, 1.361], [-0.851, -2.194, 1.605], [-1.049, -1.387, 0.660], [0.217, -4.995, 4.611], [0.584, -4.586, 5.706], [0.179, -6.188, 4.339], [-0.173, -0.109, 4.283], [0.069, -2.386, 4.917], [-0.556, -5.562, 2.134], [-1.145, -3.926, 0.364], [5.502, -0.781, -1.928], [4.168, -1.363, -1.955], [3.583, -2.026, -0.925], [1.935, -1.966, -0.698], [4.380, -2.735, -0.082], [5.581, -3.441, -0.508], [5.461, 0.227, -2.336], [6.208, -1.363, -2.525], [5.870, -0.715, -0.905], [3.481, -0.877, -2.506], [3.819, -3.220, 0.599], [6.409, -2.755, -0.680], [5.413, -4.018, -1.422], [5.871, -4.127, 0.284]],
  "forces_ev_per_a": [[-2.86, 0.69, -0.45], [0.45, 0.39, -0.07], [0.57, -0.01, 0.01], [-0.34, -0.15, -0.04], [0.22, 0.07, 0.06], [0.02, -0.17, -0.61], [-0.01, -0.11, -0.09], [-0.35, 0.04, 0.08], [0.10, 0.02, -0.03], [-0.02, 0.02, -0.10], [0.01, -0.03, 0.00], [0.08, 0.08, -0.15], [0.11, -0.02, 0.10], [-0.25, -0.17, 0.05], [-0.21, 0.14, 0.12], [-0.01, -0.05, 0.01], [0.13, 0.07, -0.04], [-0.04, -0.01, 0.03], [0.16, 0.03, -0.08], [-0.09, -0.06, -0.14], [-0.20, 0.42, 0.16], [-0.04, -0.15, -0.03], [-0.08, -0.01, 0.00], [1.58, -0.46, 0.02], [0.05, -0.03, -0.01], [0.02, 0.01, 0.06], [-0.02, -0.01, 0.02], [-0.02, 0.04, 0.01], [-0.03, 0.04, 0.02], [0.06, 0.04, -0.02], [-0.02, 0.02, 0.05], [0.02, 0.00, 0.03], [-0.02, 0.01, 0.02], [0.00, 0.01, 0.03], [-0.02, 0.03, 0.01], [-0.01, 0.00, -0.02], [0.00, -0.01, 0.01], [0.00, -0.01, 0.01], [0.00, 0.00, 0.00], [0.76, -0.23, 0.87], [-0.17, 0.36, 0.23], [0.01, -0.45, -0.36], [0.04, -0.10, 0.11], [-0.20, 0.58, -0.40], [0.00, -0.05, 0.01], [0.03, -0.19, 0.09], [0.13, 0.27, -0.04], [0.41, -0.42, -0.03], [0.18, -0.34, 0.47], [-0.01, 0.14, 0.04], [-0.05, -0.09, -0.16], [-0.14, -0.11, 0.18], [0.04, 0.02, -0.01], [0.01, -0.01, -0.01], [0.00, 0.00, 0.00], [0.05, -0.09, -0.04], [0.15, 0.03, 0.05], [-0.24, 0.05, -0.03], [-0.05, -0.11, -0.01], [0.18, -0.05, -0.04], [0.03, 0.06, -0.09], [-0.03, 0.00, -0.01], [0.03, 0.04, 0.05], [-0.04, 0.05, -0.02], [-0.02, 0.02, -0.03], [-0.01, 0.02, 0.08], [0.01, -0.13, 0.04], [-0.02, 0.02, 0.00], [-0.01, 0.01, 0.02]],
  "spin_multiplicity": 5,
  "gap_ev": [5.41, 5.45],
  "charge": -1,
  "s_squared": 6.020
}


No. 5
{
  "formula": "C4H4N2O2",
  "method": "ωB97M-V with the def2-TZVPD basis set",
  "species": ["C", "C", "C", "N", "C", "O", "O", "N", "H", "H", "H", "H"],
  "positions_angstrom": [[0.368, 0.744, 0.124], [-1.354, 0.141, 0.471], [0.905, -0.535, 0.303], [-1.911, -0.618, -0.491], [2.666, 0.509, -0.124], [-1.924, 0.573, 1.438], [0.893, -1.702, 0.306], [3.745, 0.235, -0.458], [-1.337, -1.104, -1.166], [-2.910, -0.785, -0.474], [0.347, 1.122, -0.890], [0.512, 1.418, 0.961]],
  "forces_ev_per_a": [[-6.49, -1.65, 1.63], [0.77, 2.23, -0.09], [3.26, -1.62, -1.71], [0.28, -0.22, -0.42], [1.29, -1.89, 0.32], [0.27, -0.24, -0.19], [0.05, 2.99, 0.51], [-0.26, 0.42, -0.03], [-0.31, 0.18, 0.05], [0.28, -0.15, 0.15], [0.51, -0.09, 0.06], [0.35, 0.04, -0.27]],
  "gap_ev": 8.57
}


No. 6
{
  "formula": "C3H10FNP",
  "method": "ωB97M-V with the def2-TZVPD basis set",
  "species": ["C", "C", "C", "N", "F", "P", "H", "H", "H", "H", "H", "H", "H", "H", "H", "H"],
  "positions_angstrom": [[1.099, 2.086, -0.467], [-1.484, 0.239, 0.523], [0.977, -1.562, -0.120], [0.290, -2.588, 0.484], [-0.542, 0.078, -1.826], [0.037, 0.095, -0.393], [0.657, 2.545, 0.403], [2.032, 1.707, -0.292], [-2.060, -0.413, 0.029], [-1.411, -0.038, 1.701], [-2.055, 1.253, 0.494], [1.944, -1.332, 0.409], [1.188, -1.857, -1.175], [-0.312, -3.019, -0.071], [0.167, -2.653, 1.473], [0.881, 2.392, -1.442]],
  "forces_ev_per_a": [[-0.92, 2.19, 0.30], [0.65, 2.50, 4.35], [1.42, -1.36, -0.71], [2.54, 2.19, 2.30], [-0.02, -0.25, -0.88], [0.72, 0.59, 2.28], [-0.40, 0.18, -0.06], [2.28, -0.97, 0.27], [-2.94, -2.64, -1.37], [0.04, 0.54, -2.94], [1.56, -1.49, -0.25], [-1.21, 0.21, -0.47], [0.07, 0.37, 0.49], [-3.46, -2.73, -2.57], [0.05, -0.10, 0.50], [-0.39, 0.76, -1.25]],
  "spin_multiplicity": 3,
  "gap_ev": [6.59, 6.29],
  "charge": 1,
  "s_squared": 2.010
}


Number 1: energy -20799.7459 eV, largest force on an atom 0.00704 hartree/bohr. Number 2: energy -13460.0963 eV, largest force on an atom 0.05365 hartree/bohr. Number 3: energy -20783.0622 eV, largest force on an atom 0.07652 hartree/bohr. Number 4: energy -109982.8754 eV, largest force on an atom 0.05795 hartree/bohr. Number 5: energy -11283.8858 eV, largest force on an atom 0.13403 hartree/bohr. Number 6: energy -16757.4139 eV, largest force on an atom 0.09915 hartree/bohr.